Density functional theory data (ωB97M-V/def2-TZVPD) for a cluster of 2 separate species, C2H2NO2S2 in total in a non-equilibrium geometry.

```
9
Properties=species:S:1:pos:R:3
C 0.58 -0.90 -0.10
C -1.66 0.70 -0.49
N 1.09 0.21 0.61
O -1.04 1.57 -1.00
O -0.50 -0.93 -0.69
S -2.79 0.38 0.56
S 1.46 -2.36 -0.02
H 0.75 1.17 0.27
H 2.11 0.17 0.86
```

The spin multiplicity is 1. As for the energy: -29363.859 eV. The net charge is -1.

Density functional theory data (ωB97M-V/def2-TZVPD) for a structure of composition C21H42NO24Tl in a non-equilibrium geometry.

```
89
Properties=species:S:1:pos:R:3
Tl -2.83 -5.46 -3.19
N 0.63 -1.93 -1.37
O 1.06 -2.69 -2.23
O -0.59 -1.95 -1.21
O 1.31 -1.11 -0.79
C -9.20 -3.19 -3.56
O -9.11 -2.39 -2.33
C -7.90 -2.26 -1.82
O -6.91 -2.86 -2.18
O -8.00 -1.28 -0.88
C -6.88 -0.78 -0.18
H -8.85 -2.75 -4.50
H -10.26 -3.36 -3.76
H -8.73 -4.16 -3.47
H -5.96 -0.92 -0.75
H -6.92 -1.42 0.70
H -6.92 0.27 0.13
C -0.97 1.58 4.03
O -0.08 2.11 4.93
C -0.10 3.35 5.30
O -1.02 4.13 5.17
O 1.09 3.62 5.92
C 1.34 4.95 6.32
H -1.31 0.59 4.34
H -0.49 1.45 3.06
H -1.87 2.18 3.89
H 1.51 5.75 5.60
H 2.33 4.84 6.77
H 0.62 5.29 7.06
C -6.55 1.13 -5.39
O -5.38 1.88 -5.35
C -4.16 1.31 -4.96
O -4.02 0.08 -4.65
O -3.28 2.25 -4.81
C -1.95 1.86 -4.48
H -6.61 0.76 -4.37
H -6.41 0.27 -6.03
H -7.46 1.67 -5.66
H -1.35 2.64 -4.96
H -1.73 0.93 -5.00
H -1.78 1.92 -3.41
C -1.43 -4.56 3.50
O -2.71 -4.33 4.00
C -3.75 -4.51 3.14
O -3.77 -5.01 2.00
O -4.89 -4.04 3.69
C -4.91 -3.21 4.91
H -0.71 -4.12 4.20
H -1.33 -4.14 2.50
H -1.21 -5.60 3.23
H -5.97 -3.16 5.16
H -4.51 -2.21 4.76
H -4.32 -3.78 5.63
C 5.01 -5.82 1.52
O 6.19 -6.03 2.30
C 6.63 -7.23 2.52
O 6.22 -8.35 2.12
O 7.75 -7.02 3.12
C 8.33 -8.19 3.62
H 4.28 -6.62 1.67
H 5.24 -5.92 0.46
H 4.56 -4.87 1.79
H 9.42 -8.14 3.67
H 8.17 -9.02 2.94
H 7.83 -8.48 4.55
C 4.75 8.49 2.66
O 4.76 7.53 1.71
C 3.64 6.93 1.28
O 2.52 7.38 1.39
O 3.91 5.71 0.77
C 2.97 4.76 0.60
H 5.54 8.28 3.38
H 3.79 8.63 3.14
H 5.02 9.43 2.19
H 2.75 4.41 1.61
H 3.51 4.02 0.01
H 2.08 4.99 0.01
C 4.94 5.26 -6.17
O 4.42 4.07 -5.54
C 5.00 2.86 -5.78
O 5.99 2.68 -6.51
O 4.44 2.03 -5.02
C 5.00 0.70 -4.92
H 5.97 5.46 -5.88
H 4.30 6.11 -5.92
H 4.83 5.26 -7.25
H 5.25 0.27 -5.89
H 4.28 0.02 -4.48
H 5.90 0.77 -4.30
```

The spin multiplicity is 1. As for the energy: -77750.821 eV. The net charge is +2.

Density functional theory data (ωB97M-V/def2-TZVPD) for the molecule C5H6N2O in a non-equilibrium geometry.

```
14
Properties=species:S:1:pos:R:3
C -1.05 -0.40 -0.06
C 0.06 -1.12 0.11
C 1.28 -0.42 -0.11
C 1.29 1.02 0.18
C 0.18 1.71 0.21
H -2.93 -1.76 0.06
H -3.06 -0.35 0.76
H -0.13 -2.23 0.42
H 2.31 1.69 0.62
H 0.28 2.81 0.00
H -1.74 1.59 -0.68
N -2.40 -0.67 0.07
N -1.06 1.00 -0.36
O 2.36 -1.10 -0.14
```

The spin multiplicity is 1. Its SMILES is Nc1cc(=O)cc[nH]1. As for the energy: -10306.164 eV.

Density functional theory data (ωB97M-V/def2-TZVPD) for a cluster of 3 separate species, C4H11NO3 in total in a non-equilibrium geometry.

```
19
Properties=species:S:1:pos:R:3
O 0.01 -2.41 -0.52
C -1.06 -2.06 0.25
N -0.81 -1.52 1.54
C 0.72 2.87 0.34
C -0.05 1.79 -0.01
C -0.17 1.18 -1.46
O -0.83 1.08 0.72
H -1.76 -2.92 0.35
H -1.64 -1.23 -0.25
H 1.48 3.22 -0.38
H 0.60 3.36 1.25
H -0.71 -0.48 1.56
H -0.56 0.18 -1.46
H 0.37 1.35 -2.33
H -1.16 1.71 -1.49
H -0.10 -1.95 2.03
H 1.15 -1.58 -0.29
H 2.61 -1.57 0.26
O 1.91 -1.01 -0.12
```

The spin multiplicity is 1. As for the energy: -11951.183 eV.

Density functional theory data (ωB97M-V/def2-TZVPD) for the molecule C3H10N2S in a non-equilibrium geometry.

```
16
Properties=species:S:1:pos:R:3
N -1.30 0.85 0.27
C -0.13 0.18 -0.26
C 1.11 0.96 0.24
S 1.09 2.73 -0.25
C -0.01 -1.23 0.36
N -0.83 -2.20 -0.35
H -1.29 1.84 0.09
H -2.16 0.50 -0.14
H 0.02 0.13 -1.34
H 1.12 0.92 1.33
H 2.02 0.52 -0.17
H 2.08 2.66 -1.14
H -0.33 -1.09 1.39
H 1.02 -1.58 0.39
H -0.59 -3.16 -0.22
H -1.81 -2.03 -0.21
```

The spin multiplicity is 1. Its SMILES is NC[C@@H](N)CS. As for the energy: -17088.374 eV.

Density functional theory data (ωB97M-V/def2-TZVPD) for a cluster of 13 separate species, C52H78O39 in total in a non-equilibrium geometry.

```
169
Properties=species:S:1:pos:R:3
C -3.07 -2.12 2.28
C -4.22 -1.36 2.87
C -4.20 0.15 2.52
O -5.55 0.39 2.12
C -6.24 -0.76 2.00
O -7.36 -0.83 1.60
O -5.51 -1.80 2.42
H -3.15 -3.20 2.35
H -2.21 -1.80 2.87
H -2.87 -1.81 1.26
H -4.21 -1.44 3.96
H -3.51 0.39 1.71
H -3.91 0.71 3.40
C 2.13 0.51 0.24
C 0.75 0.35 -0.33
C -0.10 -0.75 0.29
O -1.38 -0.11 0.34
C -1.32 1.16 -0.03
O -2.26 1.88 -0.19
O -0.03 1.54 -0.24
H 2.64 1.32 -0.27
H 2.64 -0.44 0.35
H 2.06 0.92 1.26
H 0.83 0.07 -1.39
H 0.18 -0.92 1.34
H -0.16 -1.67 -0.29
C -3.55 -7.95 -1.23
C -3.91 -6.57 -0.76
C -3.98 -6.40 0.78
O -2.94 -5.48 1.09
C -2.41 -4.98 -0.05
O -1.58 -4.12 -0.04
O -2.80 -5.71 -1.10
H -4.31 -8.67 -0.94
H -2.55 -8.27 -0.93
H -3.57 -7.98 -2.32
H -4.81 -6.15 -1.21
H -3.89 -7.36 1.28
H -4.94 -5.97 1.06
C 3.14 -5.21 -0.95
C 1.71 -5.56 -1.29
C 0.97 -4.51 -2.11
O 0.36 -5.21 -3.17
C 0.75 -6.51 -3.14
O 0.43 -7.31 -3.96
O 1.55 -6.75 -2.07
H 3.74 -5.05 -1.84
H 3.56 -5.96 -0.28
H 3.12 -4.28 -0.39
H 1.17 -5.76 -0.36
H 1.64 -3.73 -2.47
H 0.21 -3.98 -1.53
C 1.12 -3.79 1.97
C 0.29 -4.02 3.20
C 0.44 -5.42 3.84
O 0.77 -5.15 5.19
C 0.97 -3.84 5.38
O 1.28 -3.32 6.40
O 0.70 -3.14 4.26
H 2.16 -4.14 2.07
H 1.30 -2.71 1.83
H 0.65 -4.12 1.04
H -0.75 -3.81 2.95
H 1.23 -5.97 3.32
H -0.45 -6.04 3.76
C 2.39 5.31 -2.10
C 1.45 4.15 -1.85
C -0.02 4.27 -2.35
O -0.18 3.18 -3.22
C 0.97 2.49 -3.37
O 1.14 1.58 -4.12
O 1.94 3.03 -2.60
H 3.43 5.04 -2.28
H 2.25 6.14 -1.41
H 2.07 5.77 -3.04
H 1.48 3.88 -0.79
H -0.28 5.21 -2.84
H -0.53 4.15 -1.39
C 5.84 0.94 1.25
C 7.19 1.54 0.89
C 8.46 0.71 1.07
O 9.07 0.66 -0.20
C 8.31 1.31 -1.11
O 8.60 1.44 -2.25
O 7.14 1.67 -0.55
H 5.79 -0.07 0.85
H 5.10 1.57 0.76
H 5.64 0.90 2.32
H 7.27 2.55 1.29
H 8.26 -0.31 1.41
H 9.12 1.02 1.88
C 6.54 5.45 3.43
C 5.27 5.50 2.61
C 5.39 4.97 1.17
O 4.22 4.18 1.06
C 3.60 3.99 2.24
O 2.61 3.34 2.33
O 4.30 4.61 3.20
H 6.32 5.65 4.48
H 7.28 6.16 3.05
H 7.01 4.47 3.35
H 4.83 6.50 2.65
H 6.26 4.31 1.09
H 5.55 5.77 0.46
C -3.31 5.63 -4.13
C -3.80 4.21 -4.23
C -3.85 3.45 -2.90
O -5.20 2.97 -2.86
C -5.93 3.50 -3.86
O -7.09 3.29 -4.02
O -5.14 4.18 -4.71
H -3.15 6.16 -5.07
H -2.36 5.67 -3.59
H -4.03 6.24 -3.58
H -3.14 3.67 -4.92
H -3.73 4.21 -2.12
H -3.15 2.64 -2.73
C -5.34 -0.32 -2.47
C -4.41 -1.43 -2.06
C -4.24 -2.62 -3.02
O -2.83 -2.73 -3.21
C -2.20 -1.72 -2.57
O -1.02 -1.57 -2.54
O -3.09 -0.87 -2.04
H -6.36 -0.49 -2.12
H -5.44 -0.19 -3.55
H -4.97 0.64 -2.11
H -4.68 -1.80 -1.07
H -4.76 -2.41 -3.96
H -4.61 -3.56 -2.61
C 3.28 0.29 4.03
C 2.03 -0.18 4.74
C 1.46 0.71 5.86
O 0.08 0.82 5.54
C -0.15 0.39 4.28
O -1.22 0.42 3.75
O 0.97 -0.10 3.74
H 3.15 1.36 3.84
H 3.32 -0.22 3.07
H 4.19 0.17 4.60
H 1.91 -1.24 5.00
H 1.91 1.70 5.83
H 1.60 0.22 6.83
C 5.26 1.21 -4.10
C 5.06 -0.16 -3.50
C 4.27 -0.15 -2.20
O 3.39 -1.26 -2.27
C 3.19 -1.53 -3.59
O 2.26 -2.10 -4.05
O 4.14 -0.90 -4.33
H 5.86 1.14 -5.01
H 5.71 1.88 -3.37
H 4.29 1.61 -4.42
H 6.01 -0.67 -3.31
H 3.62 0.73 -2.15
H 4.92 -0.13 -1.32
C -5.34 3.42 0.72
C -6.68 3.68 0.08
C -7.77 2.70 0.58
O -8.78 3.56 1.11
C -8.48 4.85 0.82
O -9.27 5.74 0.91
O -7.20 4.97 0.44
H -4.59 4.14 0.38
H -5.00 2.44 0.40
H -5.37 3.39 1.81
H -6.60 3.64 -1.01
H -7.39 2.14 1.43
H -8.05 2.03 -0.23
```

The spin multiplicity is 1. As for the energy: -135045.659 eV.

Relative energy (zero: lowest compared OMol25 entry of this formula, charge and spin) in kcal per mole, matching the order above: 10.6; 123.4; 79.3; 205.8; 5.3; 36.1
Highest occupied orbital energy in Eh, matching the order above: -0.1338; -0.5136; -0.3168; -0.3024; -0.3275; -0.3702
Kohn-Sham gap in eV, matching the order above: 6.939; 1.291; 9.115; 3.618; 9.860; 9.765